1.
72
Properties=species:S:1:pos:R:3 method="wB97M-V/def2-TZVPD" molar_mass_da=561.0 homo_energy_ev=-8.067 total_energy_ha=-2633.56473 largest_force_ev_per_a=2.413 multiplicity=1
H -1.89 -1.72 0.54
C -1.28 2.70 3.08
C 2.48 -1.62 -0.92
H 0.75 3.74 0.62
Cl -4.53 1.77 2.95
P -3.28 -1.89 0.81
H -4.16 1.01 -0.38
H -4.99 -2.67 -4.58
H 1.65 -0.81 0.84
H -6.56 -4.47 -5.87
H 9.05 -0.82 -2.57
H 5.64 6.28 1.56
C 9.01 -1.69 -1.94
C 3.79 -1.79 -1.30
H -4.57 -3.02 -0.45
H 10.07 -3.29 -2.98
H 8.05 -3.07 0.84
C 9.52 -2.95 -2.12
N -6.36 -3.00 -2.98
C 4.90 5.90 0.88
H 0.92 1.34 0.22
P -3.89 0.00 1.88
C 0.32 1.73 1.03
H -5.97 -0.60 2.97
C -5.67 -0.60 1.92
H -6.12 1.22 0.61
N 2.47 -1.05 0.32
H 7.91 -0.87 -0.34
H 9.43 -4.74 -0.78
C -7.70 -4.46 -3.95
C -3.37 0.94 0.37
C -0.40 0.84 1.81
H -3.03 1.95 0.63
H -0.67 4.65 2.48
H -2.53 0.42 -0.09
H -8.01 -3.74 -1.86
H 5.11 3.68 1.00
H 3.96 -0.41 1.71
H 4.13 -2.21 -2.23
H -3.38 -2.92 1.77
C 4.00 6.66 0.09
C -0.57 3.59 2.29
C -5.87 -3.19 -4.24
H -8.23 1.15 0.79
C -6.68 -4.10 -4.87
N -7.82 0.40 1.35
H -5.96 -2.38 -2.29
C 3.76 -0.85 0.75
H 1.56 -1.86 -1.43
H -0.35 -0.24 1.66
H 5.68 -1.28 -0.21
H -5.78 -1.57 1.44
H 2.44 5.94 -1.33
O -1.88 0.47 4.88
C -7.48 -3.76 -2.79
C 4.66 4.58 0.62
C 4.60 -1.30 -0.24
C 0.20 3.07 1.27
N 3.64 4.51 -0.30
H 3.92 7.73 0.06
C 9.18 -3.71 -0.97
C 8.48 -2.89 -0.13
C -1.18 1.36 2.82
O -2.89 -0.51 3.14
H -1.91 3.06 3.89
C -2.01 0.44 3.68
H -8.51 -5.16 -4.12
N 8.38 -1.66 -0.73
C 3.23 5.78 -0.62
C -6.56 0.43 1.23
N -4.11 -2.12 -0.53
H 3.25 3.67 -0.67



2.
98
Properties=species:S:1:pos:R:3 method="wB97M-V/def2-TZVPD" molar_mass_da=870.7 homo_energy_ev=-8.195 total_energy_ha=-3768.63448 largest_force_ev_per_a=2.761 multiplicity=1
N 2.35 1.07 -0.59
H -1.53 1.85 -1.05
H 0.17 0.34 -1.59
H 2.97 -4.77 2.75
C -2.01 3.71 -0.11
P 1.73 -0.34 -0.35
H 6.34 1.94 -1.22
C 1.59 -0.86 1.46
H -4.47 0.27 -6.80
C -1.96 4.32 -1.53
H -1.54 0.33 3.90
O -0.51 -2.09 1.04
H 7.03 2.62 1.88
O 1.62 1.51 2.28
H -4.69 1.98 2.50
F 0.75 -5.34 2.43
C -3.05 -0.56 -3.66
H -2.06 -0.99 -3.81
C 6.00 1.09 0.73
I -3.05 2.70 5.04
C -3.89 1.25 2.57
C -4.37 1.42 -4.25
H 7.76 1.79 -0.22
H 2.28 -1.63 -1.97
F -1.19 -4.42 2.25
O 2.68 -1.38 -1.12
H -1.59 0.27 -5.72
H 4.18 -5.15 1.59
H 2.29 -5.22 0.39
H 1.24 -2.97 -0.44
C -1.79 2.17 -0.04
H 3.17 -1.65 2.80
C 1.32 -3.34 0.58
C 4.97 0.15 0.76
H 0.50 -4.05 0.55
H -3.03 0.24 -7.80
C 0.89 0.31 2.28
C 2.59 -4.20 0.65
O -2.23 -0.70 0.11
H -3.79 0.67 1.66
H 1.55 2.07 1.50
C 6.24 1.89 1.86
H -5.02 0.76 -2.26
C -1.33 1.14 3.20
C 5.44 1.71 2.99
F 1.64 -3.03 3.77
C -0.05 -4.40 2.91
H -0.62 1.86 3.60
C -4.76 1.68 -2.80
H -3.36 -1.10 -6.73
C 6.84 1.29 -0.51
H -4.21 0.55 3.34
H 7.12 0.34 -0.96
F -0.38 -2.32 3.66
H -4.25 2.39 -4.74
H -3.91 -2.14 -4.91
H -0.45 2.68 1.53
S -1.52 -0.87 1.35
F 3.46 -3.87 -0.39
F -0.31 -4.73 4.17
H -1.98 3.57 -2.31
O -2.42 -1.26 2.40
H 2.22 -0.62 4.21
H 3.85 0.66 3.91
C -0.64 1.82 0.90
H -1.08 4.95 -1.61
H 2.61 1.53 0.28
H -1.32 4.24 0.55
H -5.12 -1.20 -4.01
C 3.08 -1.12 1.85
C 3.47 -4.38 1.88
C 0.82 -2.25 1.58
H -3.09 -0.34 -2.59
C -0.63 0.63 1.90
H 5.62 2.30 3.88
H -4.10 -2.38 -3.18
C -3.42 -0.02 -6.82
H 4.08 -3.52 2.14
H 4.81 -0.46 -0.12
H -2.76 1.72 0.16
C 0.58 -2.94 2.95
H -5.63 2.33 -2.76
H -5.21 0.92 -4.75
C -2.60 0.69 -5.74
C 4.42 0.76 3.00
C -4.11 -1.62 -3.97
C 4.14 -0.03 1.88
H -2.80 4.99 -1.64
H -3.94 2.17 -2.28
N -3.12 0.70 -4.38
S 1.04 0.00 4.14
H -2.47 1.74 -6.04
O 0.33 -0.47 -1.08
H 3.46 -1.81 1.11
H -2.49 2.87 2.48
H 0.25 1.75 0.28
H -3.01 3.90 0.28
C -2.62 1.95 3.03



3.
13
Properties=species:S:1:pos:R:3 method="wB97M-V/def2-TZVPD" molar_mass_da=114.2 homo_energy_ev=-9.373 total_energy_ha=-667.51749 largest_force_ev_per_a=2.049 de_lowest_kcal_mol=13.0 multiplicity=1
H 2.33 -0.83 0.80
C 0.31 -0.03 1.38
H 1.90 0.28 -1.27
C -0.23 0.45 -1.09
O -0.62 0.88 -2.17
H 0.68 0.40 2.25
C 1.07 -0.35 -0.94
S -1.08 0.70 0.46
C 0.27 -1.50 1.29
C 1.29 -0.71 0.50
H 1.04 -1.16 -1.68
H -0.60 -2.01 0.87
H 0.67 -1.97 2.20



4.
10
Properties=species:S:1:pos:R:3 method="wB97M-V/def2-TZVPD" molar_mass_da=74.2 homo_energy_ev=-9.495 total_energy_ha=-444.41951 largest_force_ev_per_a=4.929 de_lowest_kcal_mol=82.6 multiplicity=1
H 0.77 -0.79 -1.94
H -1.36 -0.38 1.56
H 1.56 0.74 0.33
H 0.13 1.44 -2.21
C 0.51 0.22 0.30
H 0.22 -0.06 2.46
C -0.27 -0.26 1.50
O 0.42 -1.08 0.72
Si -0.25 0.19 -1.53
H -1.74 -0.01 -1.19



5.
14
Properties=species:S:1:pos:R:3 method="wB97M-V/def2-TZVPD" molar_mass_da=89.1 homo_energy_ev=-9.373 total_energy_ha=-311.77750 largest_force_ev_per_a=2.818 de_lowest_kcal_mol=26.3 multiplicity=1
C -0.41 0.35 0.40
H 1.38 1.19 -0.90
H -0.22 -1.33 -1.70
N -0.43 1.19 1.62
H -1.38 0.32 -0.11
C 0.44 0.60 -0.89
H -0.23 2.21 1.45
H 0.96 -1.30 1.16
C 0.57 -0.94 -1.00
C 0.12 -1.13 0.45
F -0.37 1.19 -1.77
H -0.62 -1.91 0.71
H 1.55 -1.44 -1.32
H -1.36 0.99 1.90



6.
38
Properties=species:S:1:pos:R:3 method="wB97M-V/def2-TZVPD" molar_mass_da=532.9 homo_energy_ev=-8.009 total_energy_ha=-2121.09623 largest_force_ev_per_a=0.656 de_lowest_kcal_mol=0.0 multiplicity=1
H 1.68 1.49 -2.47
H 4.65 4.51 -1.78
C -3.62 -1.40 -1.26
N 0.47 1.87 -0.05
N -2.24 -1.33 -0.73
S 1.24 3.64 1.70
C 0.80 -3.44 2.42
Au -1.89 0.19 0.75
Cl -3.78 1.50 0.15
H -4.30 -1.67 -0.46
C -1.81 -2.64 -0.19
H -3.65 -2.16 -2.05
S -1.11 1.85 2.15
H -2.70 -3.15 0.19
H -3.91 -0.43 -1.64
C -0.67 -1.24 1.54
C 0.90 -2.22 3.08
C 1.57 2.52 -0.59
H -0.14 -4.52 0.82
H -0.30 -0.89 -1.46
C -1.32 -0.93 -1.83
H -1.40 -1.65 -2.65
H -1.42 -3.25 -1.01
C 3.79 3.96 -1.44
H -1.60 0.06 -2.19
C 3.25 4.24 -0.20
C 3.23 2.97 -2.25
H 1.37 -4.29 2.76
C 2.13 3.52 0.21
C 0.19 2.35 1.12
H 1.55 -2.12 3.94
C 2.12 2.25 -1.84
H 0.27 -0.18 3.15
C 0.17 -1.12 2.64
H 3.66 2.77 -3.22
C -0.80 -2.47 0.90
C -0.05 -3.56 1.34
H 3.68 5.01 0.43



7.
143
Properties=species:S:1:pos:R:3 method="wB97M-V/def2-TZVPD" molar_mass_da=724.1 homo_energy_ev=-4.976 total_energy_ha=-2368.64293 largest_force_ev_per_a=1.289 charge=-1 multiplicity=1
H -4.67 -14.91 -15.16
H -10.79 -19.10 -15.66
H 0.28 -20.24 -10.49
C -5.51 -23.72 -11.76
H -5.65 -20.40 -9.75
C -8.17 -19.26 -10.21
H -9.88 -20.52 -15.22
H -10.09 -14.37 -13.07
H -6.56 -20.63 -8.27
C -0.77 -18.95 -8.60
H -0.86 -15.75 -16.26
C -8.65 -12.83 -12.78
C -8.61 -15.07 -11.67
H -9.38 -17.32 -13.99
H -3.86 -16.51 -9.29
H -3.25 -17.22 -5.53
H -5.41 -15.47 -13.65
H -2.80 -15.55 -5.25
O -3.02 -17.23 -15.68
C -1.95 -21.88 -13.40
H -9.51 -25.51 -13.30
H -6.28 -26.43 -11.05
H -2.14 -16.30 -7.62
H -7.87 -15.45 -12.37
H -7.19 -23.57 -14.77
C -4.16 -16.62 -8.25
H -5.34 -20.90 -13.64
C -6.65 -23.05 -16.79
C -7.81 -20.71 -10.03
H -8.49 -17.93 -16.09
H -6.07 -23.51 -17.60
H -10.28 -14.01 -10.44
H -9.27 -11.98 -13.09
H -9.16 -19.15 -10.65
C -9.04 -24.96 -12.49
H -8.28 -14.54 -16.72
H -9.82 -22.82 -14.21
C -4.83 -18.81 -13.23
H -4.66 -18.28 -11.14
H -4.44 -15.85 -5.66
H -4.65 -27.02 -11.30
H -7.41 -13.28 -15.81
H -1.96 -20.83 -13.14
C -3.43 -16.20 -5.87
O -3.38 -24.82 -11.61
H -1.58 -20.93 -8.51
C -8.66 -18.77 -15.41
H -5.76 -23.88 -12.82
C -5.01 -17.80 -12.06
O -11.15 -23.82 -12.16
H -8.51 -23.83 -17.64
H 0.24 -16.73 -15.27
H -7.44 -18.78 -10.86
H -0.15 -19.14 -7.72
H -9.33 -19.01 -13.38
C -2.31 -19.97 -10.30
C -8.82 -18.26 -13.99
H -3.39 -24.93 -12.57
C -5.34 -26.22 -11.57
O -4.07 -13.21 -9.90
H -7.02 -24.94 -15.80
H -2.03 -19.18 -11.01
H -2.84 -22.97 -14.75
H -6.03 -17.44 -11.90
H -8.14 -22.16 -18.05
H -2.13 -14.90 -14.39
H -7.85 -18.07 -13.51
H -9.46 -23.23 -11.25
H -9.85 -21.59 -12.90
O -2.83 -22.04 -14.51
O -5.18 -18.34 -14.45
H -8.62 -22.24 -9.06
C -3.14 -15.95 -7.34
H -2.48 -20.87 -10.88
H -0.69 -17.45 -16.58
C -5.51 -20.13 -12.87
H -6.07 -17.09 -15.43
C -9.49 -13.97 -12.24
H -7.84 -21.20 -11.01
H -7.98 -24.84 -12.70
C -0.73 -16.72 -15.77
H -0.92 -22.14 -13.68
H -5.67 -13.81 -14.19
H -8.17 -18.76 -9.23
O -10.30 -13.41 -11.19
H -6.59 -19.96 -12.91
H -8.75 -22.54 -16.45
H -2.54 -14.15 -6.98
C -8.09 -22.90 -17.25
H -1.73 -17.91 -14.24
O -6.52 -16.48 -16.05
H -6.69 -21.28 -15.96
H -8.36 -22.30 -13.39
H -5.17 -14.85 -10.51
H -2.31 -22.48 -12.55
H -7.92 -12.49 -12.04
H -6.07 -13.65 -9.54
H -6.61 -14.11 -17.10
C -7.32 -14.27 -16.28
H -5.58 -13.29 -11.24
H -8.07 -14.76 -10.77
H -9.80 -19.84 -16.90
C -9.73 -23.63 -12.23
H -9.08 -25.52 -11.55
C -5.57 -14.85 -14.54
C -6.50 -20.94 -9.32
C -2.12 -15.86 -13.87
H -3.72 -18.98 -13.21
H -1.61 -18.33 -8.29
H -6.19 -21.99 -9.36
O -3.18 -14.53 -7.58
C -4.74 -24.87 -11.15
H -0.20 -18.33 -9.30
O -0.11 -20.87 -9.88
C -9.42 -22.54 -13.23
C -5.31 -13.79 -10.31
C -9.83 -19.61 -15.83
C -6.57 -23.97 -15.57
O -8.86 -21.32 -9.23
C -6.80 -15.30 -15.31
H -1.31 -15.86 -13.13
H -8.07 -13.14 -13.65
H -4.69 -24.81 -10.07
H -7.59 -15.52 -14.57
H -11.52 -23.59 -13.01
H -3.27 -19.69 -9.85
H -3.04 -16.00 -13.31
C -1.23 -20.23 -9.27
H -5.10 -16.07 -8.14
H -5.14 -20.47 -11.91
H -4.95 -22.80 -11.66
H -9.26 -15.90 -11.35
O -7.49 -19.59 -15.52
H -6.77 -19.18 -14.98
O -6.08 -21.78 -16.53
C -1.89 -17.01 -14.85
H -3.77 -13.65 -9.09
H -3.77 -17.53 -15.11
H -5.55 -24.11 -15.21
H -4.37 -16.94 -12.26
H -5.52 -26.23 -12.64
H -4.32 -17.67 -8.01
H -6.48 -23.63 -11.25